No. 1
116
Properties=species:S:1:pos:R:3:lowdin_charge:R:1 method="wB97M-V/def2-TZVPD" mol_weight_da=1293.074 energy_ha=-5645.41100 gap_ev=6.067
Cd -0.964 -0.235 -0.198 1.01
S -2.763 -1.613 0.985 -0.14
S -2.734 -3.122 -0.380 -0.14
S -3.106 -2.210 -2.183 -0.02
S -1.450 -1.102 -2.564 -0.03
C 2.058 4.033 0.474 -0.06
C 2.019 2.991 1.588 -0.38
C 2.528 1.641 1.101 -0.10
C 0.597 2.854 2.166 -0.29
C 0.239 3.977 3.177 -0.08
O -0.920 4.587 2.633 0.01
C -1.193 3.944 1.476 -0.34
N -0.430 2.980 1.148 0.10
C -2.296 4.455 0.679 -0.14
C -3.017 5.558 1.136 -0.01
C -4.002 6.127 0.355 -0.06
C -4.240 5.626 -0.918 -0.05
C -3.542 4.521 -1.367 -0.07
C -2.591 3.900 -0.566 -0.29
P -1.834 2.333 -1.151 1.03
C -0.973 2.953 -2.634 -0.36
C -0.724 2.086 -3.696 -0.14
C 0.008 2.512 -4.789 -0.09
C 0.530 3.795 -4.823 -0.08
C 0.297 4.658 -3.765 -0.08
C -0.459 4.248 -2.682 -0.09
C -3.395 1.595 -1.786 -0.44
C -3.844 1.617 -3.101 -0.11
C -5.009 0.954 -3.443 -0.08
C -5.741 0.270 -2.488 -0.10
C -5.319 0.274 -1.169 -0.11
C -4.154 0.931 -0.822 -0.18
H 3.077 4.184 0.128 0.08
H 1.671 4.986 0.831 0.08
H 1.455 3.708 -0.373 0.06
H 2.662 3.324 2.413 0.14
H 1.871 1.250 0.323 0.05
H 3.532 1.734 0.695 0.09
H 2.564 0.936 1.931 0.03
H 0.504 1.868 2.630 0.07
H 1.028 4.732 3.258 0.13
H -0.002 3.598 4.174 0.13
H -2.794 5.966 2.108 0.12
H -4.566 6.968 0.728 0.11
H -4.975 6.093 -1.556 0.11
H -3.723 4.128 -2.357 0.11
H -1.092 1.072 -3.655 0.01
H 0.186 1.830 -5.608 0.11
H 1.125 4.113 -5.668 0.10
H 0.704 5.661 -3.783 0.10
H -0.649 4.934 -1.867 0.10
H -3.275 2.121 -3.870 0.10
H -5.328 0.948 -4.475 0.10
H -6.625 -0.280 -2.772 0.10
H -5.871 -0.263 -0.413 0.11
H -3.810 0.920 0.210 0.06
C 2.745 -4.170 -1.491 -0.37
C 3.187 -4.757 -0.168 -0.40
C 3.951 -3.778 0.701 -0.39
Sb 2.695 -2.140 1.386 1.35
C 3.927 -1.641 3.098 -0.40
C 3.366 -1.397 4.341 -0.15
C 4.146 -0.946 5.390 -0.09
C 5.499 -0.721 5.201 -0.10
C 6.066 -0.949 3.960 -0.09
C 5.280 -1.403 2.916 -0.14
C 1.455 -3.554 2.450 -0.44
C 0.140 -3.760 2.071 -0.25
C -0.644 -4.703 2.713 -0.11
C -0.116 -5.449 3.752 -0.11
C 1.194 -5.239 4.149 -0.10
C 1.977 -4.302 3.496 -0.15
Sb 0.981 -2.889 -1.375 1.30
C -0.134 -4.220 -2.664 -0.42
C -0.490 -5.453 -2.134 -0.16
C -1.291 -6.324 -2.852 -0.09
C -1.749 -5.960 -4.107 -0.09
C -1.397 -4.733 -4.640 -0.09
C -0.592 -3.865 -3.924 -0.20
C 1.770 -1.622 -2.934 -0.42
C 1.846 -0.251 -2.756 -0.18
C 2.312 0.568 -3.770 -0.10
C 2.692 0.017 -4.981 -0.09
C 2.635 -1.355 -5.162 -0.08
C 2.190 -2.172 -4.138 -0.14
H 2.496 -4.976 -2.180 0.06
H 3.560 -3.594 -1.929 0.06
H 3.840 -5.616 -0.362 0.11
H 2.316 -5.139 0.376 0.09
H 4.797 -3.368 0.148 0.05
H 4.328 -4.286 1.591 0.06
H 2.311 -1.584 4.490 0.05
H 3.699 -0.778 6.358 0.10
H 6.108 -0.362 6.018 0.10
H 7.123 -0.779 3.809 0.10
H 5.722 -1.582 1.944 0.09
H -0.305 -3.165 1.280 -0.03
H -1.669 -4.836 2.402 0.10
H -0.726 -6.183 4.258 0.10
H 1.607 -5.809 4.970 0.10
H 2.999 -4.136 3.818 0.10
H -0.148 -5.729 -1.140 0.10
H -1.570 -7.279 -2.428 0.10
H -2.388 -6.630 -4.664 0.10
H -1.760 -4.440 -5.614 0.10
H -0.348 -2.893 -4.332 0.06
H 1.521 0.192 -1.814 0.05
H 2.374 1.636 -3.614 0.10
H 3.032 0.658 -5.784 0.10
H 2.944 -1.790 -6.103 0.10
H 2.156 -3.247 -4.277 0.10
Cl -0.435 -2.288 4.970 0.63
C -0.732 -0.716 4.208 -0.91
Cl 0.088 -0.590 2.644 0.48
H -0.325 0.058 4.855 0.03
H -1.802 -0.617 4.027 0.03



No. 2
116
Properties=species:S:1:pos:R:3:lowdin_charge:R:1 method="wB97M-V/def2-TZVPD" mol_weight_da=1180.063 energy_ha=-6756.26051 gap_ev=6.547 charge=-1
Y 0.331 -0.243 -0.757 1.23
N 0.293 3.224 1.482 0.08
C -0.087 2.800 2.774 -0.36
C -0.617 3.749 3.650 -0.07
C -0.916 3.412 4.959 -0.12
C -0.679 2.119 5.402 -0.11
C -0.167 1.183 4.511 -0.10
C 0.131 1.474 3.181 -0.25
P 0.866 0.060 1.936 0.85
C -0.331 -1.164 2.666 -0.36
C 0.052 -2.371 3.240 -0.10
C -0.894 -3.271 3.711 -0.09
C -2.248 -2.998 3.579 -0.10
C -2.648 -1.810 2.981 -0.08
C -1.695 -0.899 2.549 -0.10
C 2.526 0.389 2.696 -0.33
C 3.076 1.671 2.640 -0.09
C 4.338 1.923 3.155 -0.09
C 5.060 0.911 3.775 -0.11
C 4.511 -0.359 3.865 -0.09
C 3.259 -0.614 3.318 -0.11
H 0.285 2.457 0.823 -0.02
H -0.222 4.021 1.141 0.05
H -0.780 4.764 3.297 0.10
H -1.323 4.159 5.630 0.09
H -0.893 1.842 6.427 0.09
H 0.000 0.170 4.868 0.10
H 1.103 -2.623 3.291 0.08
H -0.571 -4.198 4.169 0.10
H -2.987 -3.710 3.926 0.09
H -3.701 -1.590 2.855 0.10
H -2.013 0.042 2.117 0.07
H 2.523 2.475 2.170 0.09
H 4.765 2.915 3.062 0.10
H 6.046 1.112 4.177 0.10
H 5.060 -1.162 4.343 0.10
H 2.857 -1.616 3.350 0.07
Cl -0.133 -2.603 -7.256 0.63
C -0.403 -2.379 -5.560 -0.73
C -1.025 -3.364 -4.814 -0.73
Cl -1.546 -4.835 -5.562 0.64
C -1.222 -3.173 -3.440 -0.63
Cl -1.981 -4.389 -2.468 0.68
C -0.797 -2.018 -2.802 -0.43
O -0.953 -1.800 -1.504 -0.27
C -0.144 -1.005 -3.572 -0.41
O 0.269 0.090 -2.943 -0.30
C 0.030 -1.204 -4.934 -0.62
Cl 0.824 0.044 -5.834 0.69
C -4.417 2.016 -3.288 -0.15
C -3.857 1.156 -2.159 -0.55
C -3.574 -0.260 -2.647 -0.15
Sb -2.109 2.029 -1.202 1.53
C -1.624 3.589 -2.621 -0.58
C -0.938 2.996 -3.851 -0.16
C -0.736 4.634 -1.948 -0.16
C -3.147 3.278 0.242 -0.58
C -4.331 4.034 -0.350 -0.15
C -3.550 2.448 1.457 -0.15
H -5.321 1.546 -3.691 0.08
H -3.706 2.098 -4.111 0.06
H -4.682 3.023 -2.968 0.05
H -4.587 1.114 -1.343 0.07
H -2.827 -0.261 -3.445 0.08
H -4.489 -0.702 -3.055 0.08
H -3.202 -0.910 -1.856 0.06
H -2.569 4.049 -2.914 0.07
H 0.004 2.506 -3.595 0.06
H -0.726 3.784 -4.583 0.08
H -1.545 2.236 -4.345 0.06
H 0.190 4.186 -1.575 0.07
H -1.237 5.126 -1.112 0.06
H -0.452 5.411 -2.664 0.08
H -2.399 4.007 0.559 0.05
H -5.115 3.355 -0.691 0.07
H -4.038 4.664 -1.193 0.06
H -4.775 4.685 0.411 0.08
H -4.178 1.596 1.176 0.07
H -4.122 3.055 2.167 0.08
H -2.674 2.074 1.988 0.04
C 1.635 -1.422 0.764 -0.58
Ge 3.371 -1.703 0.072 0.86
C 4.581 -3.028 0.888 -0.26
C 5.820 -3.287 0.298 -0.12
C 6.683 -4.237 0.829 -0.10
C 6.311 -4.959 1.956 -0.11
C 5.073 -4.733 2.539 -0.10
C 4.218 -3.775 2.004 -0.11
C 3.157 -2.314 -1.802 -0.27
C 3.697 -1.646 -2.902 -0.10
C 3.445 -2.078 -4.200 -0.10
C 2.653 -3.194 -4.420 -0.10
C 2.101 -3.870 -3.339 -0.09
C 2.346 -3.427 -2.047 -0.11
C 4.361 0.000 -0.057 -0.26
C 3.741 1.114 -0.621 -0.13
C 4.389 2.330 -0.767 -0.09
C 5.701 2.460 -0.333 -0.10
C 6.339 1.372 0.244 -0.09
C 5.675 0.158 0.377 -0.10
H 1.045 -2.352 0.679 -0.01
H 6.114 -2.743 -0.595 0.10
H 7.643 -4.420 0.360 0.10
H 6.979 -5.705 2.370 0.09
H 4.769 -5.307 3.407 0.10
H 3.243 -3.618 2.452 0.08
H 4.318 -0.771 -2.744 0.09
H 3.858 -1.534 -5.042 0.10
H 2.445 -3.523 -5.432 0.10
H 1.463 -4.731 -3.506 0.11
H 1.889 -3.954 -1.214 0.11
H 2.700 1.067 -0.939 0.07
H 3.869 3.174 -1.204 0.10
H 6.218 3.406 -0.438 0.10
H 7.358 1.469 0.600 0.10
H 6.187 -0.676 0.843 0.09



No. 3
130
Properties=species:S:1:pos:R:3:lowdin_charge:R:1 method="wB97M-V/def2-TZVPD" mol_weight_da=1045.052 energy_ha=-3633.97523 gap_ev=7.947 charge=+1
C -6.571 4.380 -1.946 0.07
C -6.100 4.894 -0.700 -0.09
C -5.498 5.374 0.784 -0.12
C -3.905 4.985 0.795 -0.08
C -2.620 5.609 1.607 0.10
N -1.366 4.837 1.146 -0.04
C 0.063 5.093 1.595 -0.15
C 0.420 4.397 3.040 -0.18
C 0.463 5.487 4.297 -0.19
C 1.934 6.224 4.330 -0.16
C 1.881 7.775 4.936 -0.18
O 1.083 8.610 4.013 -0.13
C 1.318 10.046 4.226 -0.28
C 2.743 10.842 4.041 -0.03
O 0.248 10.807 4.573 -0.04
C -1.682 3.769 0.119 -0.04
N -0.811 2.798 -0.648 -0.06
C -0.239 1.702 0.224 -0.05
C -1.475 2.271 -1.900 -0.29
C -1.761 3.374 -3.123 -0.03
O -1.854 1.002 -2.124 -0.01
N -3.192 3.922 -0.028 0.11
H -6.549 3.928 -3.037 0.07
H -5.582 6.545 0.788 0.13
H -6.123 4.948 1.677 0.13
H -2.668 6.501 2.391 0.15
H 0.874 4.783 0.794 0.14
H 0.155 6.262 1.752 0.14
H -0.350 3.514 3.256 0.12
H 1.511 3.923 2.994 0.11
H -0.360 6.325 4.145 0.11
H 0.283 4.987 5.340 0.12
H 2.376 6.295 3.248 0.12
H 2.674 5.623 5.011 0.13
H 2.984 8.195 4.992 0.12
H 1.457 7.751 6.043 0.15
H 2.871 11.134 2.895 0.11
H 3.678 10.232 4.391 0.08
H 2.630 11.880 4.612 0.11
H 0.571 1.123 -0.433 0.13
H -1.008 0.896 0.580 0.09
H 0.337 2.236 1.107 0.10
H -2.742 3.148 -3.721 0.10
H -0.783 3.391 -3.804 0.11
H -1.779 4.438 -2.588 0.09
H -3.761 3.332 -0.702 0.15
C 5.648 1.078 -2.357 -0.05
C 6.243 0.599 -1.189 -0.05
C 5.855 1.106 0.053 0.01
C 4.862 2.095 0.114 -0.15
C 4.269 2.583 -1.058 -0.01
C 4.668 2.070 -2.294 -0.07
N 4.432 2.613 1.417 -0.32
O 4.994 2.170 2.430 0.08
O 3.529 3.462 1.432 0.02
H 5.950 0.676 -3.322 0.11
H 7.007 -0.173 -1.246 0.09
H 6.328 0.722 0.954 0.12
H 3.502 3.353 -1.026 0.11
H 4.211 2.441 -3.210 0.11
C -1.323 -4.780 3.240 -0.05
C -0.965 -3.957 4.309 -0.06
C -1.117 -2.573 4.209 0.00
C -1.635 -2.021 3.029 -0.14
C -1.988 -2.843 1.951 -0.01
C -1.829 -4.226 2.062 -0.07
N -1.821 -0.568 2.928 -0.32
O -1.479 0.127 3.896 0.06
O -2.313 -0.121 1.882 0.01
H -1.208 -5.859 3.324 0.11
H -0.570 -4.396 5.223 0.11
H -0.834 -1.946 5.051 0.12
H -2.387 -2.428 1.028 0.11
H -2.103 -4.873 1.232 0.10
C 9.842 -5.507 -1.939 -0.05
C 10.200 -4.685 -0.870 -0.05
C 10.048 -3.301 -0.970 0.00
C 9.530 -2.748 -2.149 -0.15
C 9.177 -3.571 -3.227 0.00
C 9.336 -4.954 -3.116 -0.05
N 9.344 -1.296 -2.251 -0.33
O 9.686 -0.600 -1.283 0.05
O 8.852 -0.849 -3.297 0.05
H 9.957 -6.586 -1.854 0.07
H 10.595 -5.124 0.044 0.11
H 10.332 -2.673 -0.127 0.12
H 8.778 -3.155 -4.150 0.12
H 9.062 -5.601 -3.947 0.10
C -8.358 -2.292 -1.047 -0.07
C -7.203 -2.592 -1.772 -0.05
C -6.089 -3.127 -1.123 0.00
C -6.143 -3.364 0.257 -0.14
C -7.298 -3.058 0.989 0.00
C -8.406 -2.520 0.330 -0.06
N -4.984 -3.951 0.940 -0.30
O -3.974 -4.191 0.262 0.03
O -5.083 -4.177 2.155 0.07
H -9.226 -1.880 -1.558 0.08
H -7.173 -2.410 -2.844 0.11
H -5.197 -3.355 -1.702 0.12
H -7.353 -3.232 2.061 0.12
H -9.308 -2.281 0.888 0.11
C 7.300 -11.876 -1.616 -0.07
C 8.387 -11.529 -0.812 -0.06
C 9.240 -10.493 -1.198 0.00
C 8.991 -9.804 -2.393 -0.14
C 7.904 -10.156 -3.206 0.00
C 7.060 -11.195 -2.811 -0.06
N 9.869 -8.698 -2.791 -0.32
O 10.831 -8.430 -2.056 0.05
O 9.596 -8.092 -3.838 0.06
H 6.635 -12.680 -1.308 0.11
H 8.569 -12.065 0.117 0.11
H 10.083 -10.235 -0.561 0.12
H 7.702 -9.633 -4.138 0.12
H 6.212 -11.473 -3.433 0.11
C -13.743 1.459 -2.710 -0.07
C -12.554 1.650 -2.005 -0.07
C -11.434 0.869 -2.299 0.00
C -11.515 -0.100 -3.308 -0.14
C -12.711 -0.299 -4.012 0.00
C -13.825 0.485 -3.707 -0.06
N -10.334 -0.906 -3.638 -0.30
O -9.301 -0.714 -2.980 0.01
O -10.436 -1.730 -4.559 0.08
H -14.612 2.074 -2.481 0.11
H -12.499 2.409 -1.228 0.11
H -10.514 1.030 -1.741 0.12
H -12.789 -1.051 -4.794 0.12
H -14.756 0.341 -4.250 0.11



No. 4
116
Properties=species:S:1:pos:R:3:lowdin_spin:R:1 method="wB97M-V/def2-TZVPD" mol_weight_da=1041.089 energy_ha=-5405.91357 gap_ev="8.024 / 6.675" multiplicity=2 charge=+1
Ba -0.194 -0.196 0.581 0.15
N 2.971 2.508 -0.099 0.00
P 3.091 0.839 0.266 0.00
C 4.763 0.457 -0.343 0.00
C 5.921 0.959 0.255 0.00
C 7.165 0.667 -0.283 0.00
C 7.264 -0.134 -1.415 0.00
C 6.120 -0.638 -2.015 0.00
C 4.872 -0.340 -1.480 0.00
C 3.401 0.883 2.082 0.00
C 3.138 2.016 2.845 0.00
C 3.389 2.019 4.216 0.00
C 3.892 0.885 4.833 0.00
C 4.133 -0.263 4.080 0.00
C 3.884 -0.265 2.717 0.00
C 1.800 3.163 -0.462 0.00
C 1.848 4.505 -0.852 0.00
C 0.675 5.130 -1.206 0.00
C -0.524 4.420 -1.180 0.00
C -0.473 3.107 -0.783 0.00
N 0.661 2.474 -0.414 0.00
H 3.821 3.047 -0.179 0.00
H 5.856 1.568 1.149 0.00
H 8.059 1.058 0.185 0.00
H 8.238 -0.366 -1.828 0.00
H 6.196 -1.261 -2.897 0.00
H 3.977 -0.730 -1.952 0.00
H 2.763 2.912 2.366 0.00
H 3.208 2.918 4.794 0.00
H 4.105 0.893 5.895 0.00
H 4.529 -1.151 4.557 0.00
H 4.098 -1.157 2.136 0.00
H 2.795 5.029 -0.878 0.00
H 0.691 6.168 -1.513 0.00
H -1.465 4.867 -1.465 0.00
H -1.382 2.511 -0.766 0.00
C -0.607 -2.456 4.651 0.00
S 0.713 -1.373 4.181 0.00
C 0.232 0.048 5.122 0.00
O 0.424 -0.976 2.723 0.01
H -0.482 -2.693 5.709 0.00
H -0.524 -3.363 4.053 0.00
H -1.561 -1.962 4.464 0.00
H 0.337 -0.189 6.181 0.00
H -0.800 0.296 4.870 0.00
H 0.911 0.855 4.852 0.00
C -3.060 3.116 1.967 0.00
C -4.114 1.998 1.920 0.00
C -3.868 1.063 3.119 0.00
C -5.516 2.600 2.073 0.00
Si -3.894 0.943 0.358 0.00
O -2.456 0.191 0.467 0.00
C -5.323 -0.265 0.255 0.00
C -6.547 0.096 -0.325 0.00
C -7.609 -0.799 -0.383 0.00
C -7.467 -2.086 0.124 0.00
C -6.261 -2.472 0.692 0.00
C -5.209 -1.566 0.755 0.00
C -3.954 1.946 -1.233 0.00
C -3.526 1.286 -2.396 0.00
C -3.584 1.892 -3.643 0.00
C -4.079 3.185 -3.760 0.00
C -4.504 3.863 -2.627 0.00
C -4.442 3.249 -1.379 0.00
H -3.109 3.659 2.919 0.00
H -3.193 3.850 1.167 0.00
H -2.044 2.715 1.877 0.00
H -3.972 1.616 4.061 0.00
H -2.861 0.632 3.088 0.00
H -4.585 0.235 3.142 0.00
H -5.580 3.185 2.999 0.00
H -6.281 1.822 2.121 0.00
H -5.781 3.269 1.251 0.00
H -6.671 1.087 -0.751 0.00
H -8.545 -0.498 -0.837 0.00
H -8.291 -2.787 0.070 0.00
H -6.137 -3.478 1.074 0.00
H -4.268 -1.884 1.185 0.00
H -3.135 0.274 -2.325 0.00
H -3.247 1.357 -4.523 0.00
H -4.136 3.661 -4.731 0.00
H -4.888 4.873 -2.713 0.00
H -4.772 3.808 -0.512 0.00
C 1.727 -3.661 0.694 0.09
Ge -0.082 -3.170 0.135 0.43
C -1.379 -4.117 1.230 0.08
C -2.258 -3.465 2.094 0.01
C -3.177 -4.186 2.846 0.00
C -3.214 -5.570 2.744 0.00
C -2.342 -6.229 1.885 0.00
C -1.429 -5.507 1.128 0.02
C -0.382 -3.662 -1.704 0.07
C 0.616 -4.271 -2.424 0.04
C 0.366 -4.765 -3.727 0.00
C -0.870 -4.622 -4.282 0.03
C -1.921 -3.968 -3.585 0.00
C -3.204 -3.796 -4.169 0.00
C -4.197 -3.148 -3.497 0.00
C -3.958 -2.628 -2.203 0.00
C -2.734 -2.779 -1.620 0.01
C -1.679 -3.466 -2.285 0.01
H 1.816 -4.744 0.583 0.01
H 1.882 -3.395 1.739 0.00
H 2.495 -3.175 0.091 0.00
H -2.247 -2.381 2.166 0.00
H -3.869 -3.668 3.501 0.00
H -3.930 -6.136 3.325 0.00
H -2.381 -7.307 1.796 0.00
H -0.769 -6.033 0.445 0.00
H 1.604 -4.401 -1.998 0.00
H 1.158 -5.261 -4.274 0.00
H -1.067 -5.002 -5.278 0.00
H -3.379 -4.188 -5.164 0.00
H -5.172 -3.024 -3.951 0.00
H -4.746 -2.105 -1.673 0.00
H -2.575 -2.358 -0.631 0.01